Molecular formula: C3H11N2O
Method: DFT, wB97M-V/def2-TZVPD

CARTESIAN COORDINATES (ANGSTROEM)
C -0.687 -1.932 1.620
C -0.424 -1.128 0.372
N 0.879 -0.442 0.485
C 1.066 0.839 0.382
N 2.187 1.486 0.590
H 0.038 -2.713 1.739
H -1.679 -2.374 1.656
H -0.589 -1.313 2.508
H -1.174 -0.361 0.224
H -0.387 -1.733 -0.528
H 1.648 -1.034 0.783
H 0.164 1.391 0.121
H 3.016 0.952 0.799
H 2.238 2.482 0.457
H -2.651 2.053 -3.172
H -1.873 1.883 -4.496
O -1.771 1.944 -3.539

## Properties
- Relative energy (zero: lowest compared OMol25 entry of this formula, charge and spin): 15.5 kcal/mol
- HOMO energy: -14.165 eV
- Charge: +1